The following is a quantum chemistry calculation of a molecular structure, C19H35Cl10I2NO2 at a distorted geometry, from the OMol25 dataset.

The geometry in XYZ format:
```
69
Properties=species:S:1:pos:R:3
C 3.761 0.352 3.196
C 2.846 0.088 1.990
I 4.065 -0.924 0.522
C 2.399 1.466 1.465
I 1.960 1.595 -0.652
C 1.316 2.081 2.336
C 1.217 3.569 2.060
O 2.056 4.305 1.616
O -0.027 3.942 2.401
C -0.870 2.857 1.951
C -0.161 1.584 2.383
C -0.597 0.415 1.529
C -1.888 -0.250 1.998
N -2.777 0.635 2.782
H 3.488 -0.259 4.041
H 3.682 1.375 3.517
H 4.783 0.163 2.943
H 2.016 -0.522 2.278
H 3.256 2.101 1.566
H 1.675 1.924 3.342
H -0.871 2.936 0.873
H -1.851 3.064 2.323
H -0.382 1.380 3.413
H -0.783 0.797 0.543
H 0.163 -0.338 1.409
H -2.404 -0.555 1.112
H -1.687 -1.152 2.558
H -2.946 0.158 3.654
H -3.674 0.612 2.324
Cl 5.290 0.150 -2.800
C 5.004 -0.439 -4.460
C 3.563 -0.733 -4.776
Cl 2.970 -2.176 -3.916
H 5.612 -1.327 -4.606
H 5.368 0.342 -5.124
H 3.473 -0.953 -5.839
H 2.909 0.102 -4.536
Cl -1.034 -1.064 -4.960
C -0.469 -2.751 -5.073
C -1.498 -3.737 -4.594
Cl -1.758 -3.635 -2.837
H 0.455 -2.823 -4.506
H -0.250 -2.944 -6.122
H -1.157 -4.748 -4.805
H -2.456 -3.583 -5.083
Cl -3.525 3.526 4.392
C -3.796 3.391 6.147
C -3.155 2.149 6.711
Cl -3.959 0.658 6.152
H -4.867 3.408 6.326
H -3.351 4.269 6.611
H -3.221 2.157 7.797
H -2.108 2.086 6.427
Cl 5.805 -4.198 -5.030
C 4.711 -5.226 -5.984
C 4.802 -4.932 -7.457
Cl 4.148 -3.321 -7.860
H 3.702 -5.069 -5.611
H 4.996 -6.258 -5.795
H 4.214 -5.661 -8.012
H 5.829 -4.972 -7.807
Cl -6.098 1.177 3.820
C -6.693 2.297 2.571
C -7.005 1.592 1.279
Cl -5.532 0.986 0.472
H -5.937 3.065 2.431
H -7.595 2.764 2.963
H -7.480 2.285 0.587
H -7.670 0.748 1.436
```

Results
molecular weight: 917.832 g mol⁻¹
lowest unoccupied orbital energy: 0.018 Eh

Atom-resolved charges from Löwdin, all expressed in e: number 1, C, carries -0.168; number 2, C, carries -0.772; number 3, I, carries 0.808; number 4, C, carries -0.718; number 5, I, carries 0.864; number 6, C, carries -0.231; number 7, C, carries -0.492; number 8, O, carries 0.127; number 9, O, carries 0.032; number 10, C, carries -0.119; number 11, C, carries -0.234; number 12, C, carries -0.180; number 13, C, carries -0.231; number 14, N, carries 0.007; number 15, H, carries 0.077; number 16, H, carries 0.069; number 17, H, carries 0.024; number 18, H, carries 0.055; number 19, H, carries 0.067; number 20, H, carries 0.143; number 21, H, carries 0.124; number 22, H, carries 0.064; number 23, H, carries 0.137; number 24, H, carries 0.070; number 25, H, carries 0.091; number 26, H, carries 0.097; number 27, H, carries 0.107; number 28, H, carries 0.011; number 29, H, carries -0.026; number 30, Cl, carries 0.500; number 31, C, carries -0.659; number 32, C, carries -0.630; number 33, Cl, carries 0.562; number 34, H, carries 0.027; number 35, H, carries 0.074; number 36, H, carries 0.054; number 37, H, carries 0.072; number 38, Cl, carries 0.535; number 39, C, carries -0.681; number 40, C, carries -0.670; number 41, Cl, carries 0.539; number 42, H, carries -0.002; number 43, H, carries 0.073; number 44, H, carries 0.070; number 45, H, carries 0.066; number 46, Cl, carries 0.593; number 47, C, carries -0.641; number 48, C, carries -0.638; number 49, Cl, carries 0.538; number 50, H, carries 0.068; number 51, H, carries 0.073; number 52, H, carries 0.072; number 53, H, carries 0.067; number 54, Cl, carries 0.557; number 55, C, carries -0.660; number 56, C, carries -0.657; number 57, Cl, carries 0.541; number 58, H, carries 0.059; number 59, H, carries 0.073; number 60, H, carries 0.072; number 61, H, carries 0.067; number 62, Cl, carries 0.538; number 63, C, carries -0.651; number 64, C, carries -0.646; number 65, Cl, carries 0.570; number 66, H, carries 0.053; number 67, H, carries 0.075; number 68, H, carries 0.073; number 69, H, carries 0.067

---

The following is a quantum chemistry calculation of 7 unconnected molecules or ions with the total composition C28H51BrFN2O8 at a distorted geometry, from the OMol25 dataset.

The geometry in XYZ format:
```
91
Properties=species:S:1:pos:R:3
C 1.007 -1.974 4.073
C 2.337 -1.782 3.790
C 2.923 -1.182 2.575
C 3.785 -0.101 2.821
C 4.018 0.360 4.241
O 4.890 -0.087 4.903
O 3.191 1.297 4.730
C 2.362 1.952 3.779
C 1.041 1.560 3.737
C 0.228 2.177 2.793
C 0.844 3.129 1.994
C 2.177 3.473 2.145
N 2.953 2.871 3.057
C 4.446 0.542 1.775
C 4.220 0.114 0.498
N 3.380 -0.904 0.289
F 3.216 -1.239 -1.009
C 2.724 -1.590 1.239
C 1.832 -2.705 0.780
Br -0.015 -2.053 0.808
C 2.035 -4.034 1.496
C 1.290 -5.161 0.760
H 0.514 -1.441 4.880
H 0.383 -2.697 3.562
H 3.060 -2.053 4.557
H 0.657 0.799 4.393
H -0.814 1.908 2.679
H 0.270 3.626 1.224
H 2.593 4.231 1.500
H 5.096 1.372 1.999
H 4.707 0.571 -0.350
H 2.028 -2.890 -0.269
H 1.679 -4.031 2.519
H 3.102 -4.258 1.528
H 0.893 -5.902 1.447
H 0.456 -4.796 0.165
H 1.957 -5.671 0.065
C -4.856 1.862 1.053
C -3.663 1.997 1.973
O -2.685 0.984 1.695
H -5.321 0.880 1.164
H -5.602 2.629 1.267
H -4.544 1.954 0.014
H -3.954 1.884 3.017
H -3.195 2.981 1.853
H -2.422 1.097 0.774
C 1.223 2.787 -3.054
C 2.269 3.702 -2.444
O 2.516 3.348 -1.075
H 0.291 2.842 -2.489
H 1.022 3.058 -4.091
H 1.558 1.746 -3.027
H 1.926 4.735 -2.453
H 3.203 3.643 -3.005
H 2.828 2.440 -1.065
C 4.598 4.488 -6.943
C 4.986 4.885 -5.531
O 4.803 3.802 -4.616
H 3.558 4.163 -6.975
H 4.727 5.321 -7.634
H 5.210 3.652 -7.291
H 4.361 5.705 -5.180
H 6.030 5.209 -5.498
H 5.361 3.075 -4.911
C -6.550 -0.322 4.033
C -7.708 -0.398 3.057
O -7.336 -1.085 1.864
H -5.701 0.184 3.572
H -6.832 0.216 4.939
H -6.213 -1.323 4.316
H -8.026 0.601 2.761
H -8.562 -0.909 3.512
H -7.067 -1.975 2.110
C -4.161 0.685 -3.930
C -3.354 1.632 -3.064
O -3.437 1.267 -1.682
H -5.206 0.683 -3.620
H -4.107 0.974 -4.981
H -3.791 -0.339 -3.833
H -3.737 2.647 -3.146
H -2.303 1.633 -3.372
H -3.092 0.373 -1.596
C -0.263 -7.514 -2.253
C -1.583 -7.000 -1.710
O -1.457 -5.668 -1.206
H 0.502 -7.497 -1.475
H -0.361 -8.534 -2.624
H 0.091 -6.881 -3.071
H -1.923 -7.620 -0.883
H -2.349 -7.016 -2.491
H -1.168 -5.111 -1.935
```

Results
net charge: +1
molecular weight: 642.624 g mol⁻¹
lowest unoccupied orbital energy: -0.158 Eh

Atom-resolved charges from Löwdin, all expressed in e: number 1, C, carries 0.075; number 2, C, carries -0.083; number 3, C, carries -0.064; number 4, C, carries -0.028; number 5, C, carries -0.465; number 6, O, carries 0.199; number 7, O, carries 0.128; number 8, C, carries -0.321; number 9, C, carries 0.021; number 10, C, carries -0.011; number 11, C, carries -0.046; number 12, C, carries -0.099; number 13, N, carries 0.161; number 14, C, carries 0.066; number 15, C, carries 0.044; number 16, N, carries 0.015; number 17, F, carries 0.115; number 18, C, carries -0.131; number 19, C, carries -0.599; number 20, Br, carries 0.825; number 21, C, carries -0.252; number 22, C, carries -0.095; number 23, H, carries 0.081; number 24, H, carries 0.041; number 25, H, carries 0.137; number 26, H, carries 0.107; number 27, H, carries 0.092; number 28, H, carries 0.111; number 29, H, carries 0.110; number 30, H, carries 0.150; number 31, H, carries 0.158; number 32, H, carries 0.092; number 33, H, carries 0.086; number 34, H, carries 0.130; number 35, H, carries 0.087; number 36, H, carries 0.030; number 37, H, carries 0.079; number 38, C, carries -0.079; number 39, C, carries -0.307; number 40, O, carries -0.118; number 41, H, carries 0.069; number 42, H, carries 0.084; number 43, H, carries 0.046; number 44, H, carries 0.104; number 45, H, carries 0.108; number 46, H, carries 0.062; number 47, C, carries -0.085; number 48, C, carries -0.289; number 49, O, carries -0.100; number 50, H, carries 0.068; number 51, H, carries 0.078; number 52, H, carries 0.067; number 53, H, carries 0.118; number 54, H, carries 0.083; number 55, H, carries 0.052; number 56, C, carries -0.090; number 57, C, carries -0.306; number 58, O, carries -0.106; number 59, H, carries 0.074; number 60, H, carries 0.078; number 61, H, carries 0.073; number 62, H, carries 0.113; number 63, H, carries 0.110; number 64, H, carries 0.081; number 65, C, carries -0.086; number 66, C, carries -0.318; number 67, O, carries -0.089; number 68, H, carries 0.052; number 69, H, carries 0.077; number 70, H, carries 0.074; number 71, H, carries 0.111; number 72, H, carries 0.109; number 73, H, carries 0.078; number 74, C, carries -0.085; number 75, C, carries -0.301; number 76, O, carries -0.107; number 77, H, carries 0.081; number 78, H, carries 0.078; number 79, H, carries 0.073; number 80, H, carries 0.116; number 81, H, carries 0.101; number 82, H, carries 0.083; number 83, C, carries -0.089; number 84, C, carries -0.307; number 85, O, carries -0.102; number 86, H, carries 0.064; number 87, H, carries 0.078; number 88, H, carries 0.074; number 89, H, carries 0.113; number 90, H, carries 0.111; number 91, H, carries 0.077

---

The following is a quantum chemistry calculation of 12 unconnected molecules or ions with the total composition C29H73Br4N5O15 at a distorted geometry, from the OMol25 dataset.

The geometry in XYZ format:
```
126
Properties=species:S:1:pos:R:3
C -4.663 1.662 -0.033
N -6.003 1.224 -0.588
O -6.987 1.738 -0.070
O -6.147 0.397 -1.418
H -4.938 1.911 0.992
H -4.397 2.491 -0.689
H -3.969 0.838 -0.199
C 6.595 0.926 -0.929
N 5.236 1.479 -0.700
O 4.507 1.020 0.166
O 4.808 2.291 -1.504
H 7.215 1.262 -0.098
H 6.894 1.372 -1.878
H 6.502 -0.155 -1.034
C -2.933 4.196 3.405
N -1.556 4.651 3.159
O -1.156 5.026 2.041
O -0.886 4.774 4.167
H -3.165 3.591 2.529
H -3.485 5.120 3.575
H -3.118 3.653 4.332
C 0.838 1.966 5.775
N 0.739 0.731 5.047
O 1.724 0.274 4.547
O -0.398 0.307 4.860
H 0.412 2.791 5.205
H 1.834 2.244 6.121
H 0.122 1.991 6.596
C 1.419 -4.924 -3.109
N 1.721 -6.360 -2.812
O 1.262 -7.160 -3.600
O 2.428 -6.604 -1.873
H 0.916 -4.818 -4.070
H 2.323 -4.319 -3.046
H 0.695 -4.638 -2.346
Br 1.987 4.316 -1.475
C 1.839 4.627 0.504
C 3.146 4.252 1.220
Br 2.916 4.641 3.180
H 1.000 4.068 0.918
H 1.655 5.691 0.649
H 4.008 4.865 0.957
H 3.351 3.185 1.125
Br -2.327 -2.172 4.006
C -0.572 -3.135 3.733
C 0.148 -2.267 2.707
Br 1.874 -3.211 2.217
H -0.714 -4.122 3.294
H -0.004 -3.211 4.660
H 0.264 -1.236 3.038
H -0.366 -2.010 1.781
C -1.981 4.129 -1.286
C -1.547 3.217 -2.486
O -2.710 2.430 -2.806
C -2.436 1.480 -3.826
C -3.746 0.716 -4.144
H -2.820 4.790 -1.501
H -2.164 3.520 -0.400
H -1.056 4.648 -1.035
H -1.240 3.780 -3.367
H -0.709 2.630 -2.110
H -2.130 1.882 -4.791
H -1.657 0.742 -3.636
H -4.585 1.384 -4.340
H -3.989 0.071 -3.299
H -3.537 0.087 -5.010
C 5.788 -5.652 -3.808
C 6.207 -4.513 -2.871
O 5.282 -4.254 -1.833
C 5.437 -2.935 -1.336
C 5.238 -3.059 0.195
H 6.577 -5.875 -4.527
H 5.534 -6.601 -3.336
H 4.832 -5.282 -4.179
H 7.138 -4.864 -2.426
H 6.454 -3.645 -3.483
H 6.365 -2.385 -1.491
H 4.621 -2.314 -1.705
H 4.283 -3.495 0.489
H 5.303 -2.093 0.695
H 6.038 -3.688 0.585
C -5.894 1.839 3.688
C -4.611 1.313 4.251
O -4.449 1.976 5.473
C -3.314 1.581 6.232
C -3.405 2.274 7.552
H -5.928 2.928 3.678
H -6.163 1.448 2.707
H -6.760 1.626 4.314
H -4.701 0.227 4.226
H -3.782 1.606 3.607
H -3.296 0.500 6.368
H -2.399 1.936 5.756
H -2.808 1.763 8.309
H -4.409 2.302 7.976
H -3.031 3.298 7.565
C -1.109 1.030 1.807
C 0.210 0.864 1.013
O 0.078 -0.322 0.268
C 1.156 -0.502 -0.626
C 1.048 -1.876 -1.320
H -1.996 1.327 1.248
H -1.395 0.096 2.290
H -0.905 1.788 2.563
H 0.347 1.740 0.380
H 1.032 0.724 1.714
H 1.169 0.244 -1.421
H 2.136 -0.412 -0.157
H 0.828 -2.682 -0.619
H 1.854 -2.138 -2.005
H 0.282 -1.811 -2.092
C 1.067 -0.708 -5.359
C -0.096 -1.547 -5.953
O -0.612 -2.313 -4.925
C -1.747 -3.168 -5.248
C -2.219 -3.858 -3.915
H 1.689 -1.350 -4.736
H 1.664 -0.314 -6.182
H 0.675 0.117 -4.764
H -0.820 -0.898 -6.446
H 0.297 -2.263 -6.675
H -2.519 -2.522 -5.665
H -1.440 -3.918 -5.976
H -3.058 -4.502 -4.177
H -2.617 -3.088 -3.253
H -1.431 -4.437 -3.434
```

Results
spin multiplicity: 2
net charge: -1
<S²>: 0.753
molecular weight: 1051.539 g mol⁻¹
lowest unoccupied orbital energy (alpha / beta): 0.056 / 0.056 Eh

Results of the Löwdin charge analysis, in e, for atoms 1 through 99: number 1, C, carries 0.073; number 2, N, carries -0.456; number 3, O, carries 0.026; number 4, O, carries 0.070; number 5, H, carries 0.073; number 6, H, carries 0.091; number 7, H, carries 0.099; number 8, C, carries 0.059; number 9, N, carries -0.431; number 10, O, carries 0.046; number 11, O, carries 0.028; number 12, H, carries 0.106; number 13, H, carries 0.098; number 14, H, carries 0.077; number 15, C, carries -0.032; number 16, N, carries -0.624; number 17, O, carries -0.169; number 18, O, carries -0.175; number 19, H, carries 0.063; number 20, H, carries 0.076; number 21, H, carries 0.054; number 22, C, carries 0.021; number 23, N, carries -0.438; number 24, O, carries 0.076; number 25, O, carries -0.006; number 26, H, carries 0.086; number 27, H, carries 0.102; number 28, H, carries 0.097; number 29, C, carries 0.039; number 30, N, carries -0.456; number 31, O, carries 0.054; number 32, O, carries 0.079; number 33, H, carries 0.088; number 34, H, carries 0.088; number 35, H, carries 0.090; number 36, Br, carries 0.580; number 37, C, carries -0.629; number 38, C, carries -0.633; number 39, Br, carries 0.574; number 40, H, carries 0.029; number 41, H, carries 0.056; number 42, H, carries 0.043; number 43, H, carries 0.025; number 44, Br, carries 0.612; number 45, C, carries -0.602; number 46, C, carries -0.662; number 47, Br, carries 0.609; number 48, H, carries 0.047; number 49, H, carries 0.060; number 50, H, carries 0.010; number 51, H, carries 0.036; number 52, C, carries -0.060; number 53, C, carries -0.253; number 54, O, carries -0.169; number 55, C, carries -0.289; number 56, C, carries -0.066; number 57, H, carries 0.078; number 58, H, carries 0.051; number 59, H, carries 0.040; number 60, H, carries 0.111; number 61, H, carries 0.081; number 62, H, carries 0.106; number 63, H, carries 0.103; number 64, H, carries 0.076; number 65, H, carries 0.059; number 66, H, carries 0.057; number 67, C, carries -0.070; number 68, C, carries -0.295; number 69, O, carries -0.145; number 70, C, carries -0.277; number 71, C, carries -0.066; number 72, H, carries 0.075; number 73, H, carries 0.074; number 74, H, carries 0.066; number 75, H, carries 0.111; number 76, H, carries 0.113; number 77, H, carries 0.098; number 78, H, carries 0.107; number 79, H, carries 0.026; number 80, H, carries 0.066; number 81, H, carries 0.075; number 82, C, carries -0.080; number 83, C, carries -0.306; number 84, O, carries -0.164; number 85, C, carries -0.275; number 86, C, carries -0.083; number 87, H, carries 0.082; number 88, H, carries 0.057; number 89, H, carries 0.076; number 90, H, carries 0.107; number 91, H, carries 0.094; number 92, H, carries 0.116; number 93, H, carries 0.100; number 94, H, carries 0.069; number 95, H, carries 0.075; number 96, H, carries 0.077; number 97, C, carries -0.043; number 98, C, carries -0.239; number 99, O, carries -0.174